Record 1
Computed, not measured: a 3-piece molecular cluster, C4H15NO2 overall at a distorted geometry, with the ωB97M-V functional and the def2-TZVPD basis.

The geometry in XYZ format:
```
22
Properties=species:S:1:pos:R:3
C 2.3526 -1.2217 1.2159
C 1.8090 -0.3181 0.0861
N 0.3373 -0.2703 0.0145
C -0.1448 0.3212 -1.2942
C -0.4756 1.8766 -0.9745
H 2.1281 -1.0127 2.2678
H 3.4756 -1.3629 1.1524
H 2.1655 -2.1728 0.9716
H 2.3435 0.6610 0.3160
H 2.1860 -0.7232 -0.9164
H 0.0008 -1.1251 0.4064
H 0.7058 0.2978 -2.1158
H -1.0894 -0.1812 -1.4894
H -0.9458 1.8202 0.0656
H 0.4361 2.4785 -0.8018
H -1.1008 2.3553 -1.7345
O 0.0435 -2.0705 -2.7916
H 0.9609 -1.7596 -2.9042
H -0.3966 -1.6023 -3.5030
O -5.0499 1.0607 4.2477
H -4.4094 1.7638 4.4267
H -5.3325 1.1851 3.3548
```

Results
structure (SMILES): CCNCC.O.O
total charge: 0
gap between HOMO and LUMO: 9.263 eV

=====

Record 2
Computed, not measured: C62H41Cl4GeI2N4V as an isolated structure at a distorted geometry, with the ωB97M-V functional and the def2-TZVPD basis.

The geometry in XYZ format:
```
115
Properties=species:S:1:pos:R:3
V -0.7138 -0.4509 -0.0122
Cl 2.0708 1.7676 -8.7550
C 1.5276 1.1504 -7.1436
C 0.2263 0.6500 -7.0570
C -0.2527 0.3177 -5.8059
C 0.5112 0.5144 -4.6711
C 1.8163 0.9985 -4.7872
C 2.3083 1.3239 -6.0236
C 0.0292 0.1117 -3.3310
C 0.4842 -1.0404 -2.7213
C 1.2536 -2.0324 -3.4731
C 1.4430 -3.0610 -2.6209
C 0.8388 -2.7501 -1.3545
C 0.7615 -3.5852 -0.2808
C 1.3181 -4.9904 -0.4377
C 2.6649 -5.1883 -0.6804
C 3.2116 -6.4366 -0.9441
C 2.3169 -7.4912 -0.8771
Cl 2.8617 -9.0817 -1.3829
C 0.9466 -7.3313 -0.6014
C 0.4842 -6.0681 -0.3531
C 0.0735 -3.2958 0.9451
N -0.6295 -2.1769 1.1090
C -1.0500 -2.1616 2.4374
C -1.7630 -1.2147 3.0368
C -2.1374 -1.4484 4.4513
C -1.4372 -0.8276 5.4651
C -1.8813 -0.9658 6.8061
C -3.0000 -1.7904 7.0482
Cl -3.5362 -1.9522 8.6574
C -3.7129 -2.3864 6.0124
C -3.2885 -2.1906 4.7185
C -2.3066 -0.0339 2.4700
C -2.9807 0.8964 3.2225
C -3.1260 2.0118 2.4033
C -2.6522 1.6177 1.1386
N -2.0369 0.4146 1.1986
C -2.6045 2.4949 -0.0185
C -1.9898 2.1250 -1.2096
C -2.1411 2.8194 -2.4508
C -1.3552 2.2189 -3.3085
C -0.7630 1.0487 -2.6501
N -1.1720 0.9789 -1.3581
C -3.1877 3.8409 0.0449
C -4.5649 3.9820 0.1138
C -5.1080 5.2483 0.1890
C -4.2642 6.3236 0.2645
Cl -4.8652 7.9511 0.4458
C -2.8843 6.1762 0.2466
C -2.3214 4.9163 0.1661
C -0.7261 -3.4083 3.0240
C -0.0046 -4.0950 2.1096
N 0.2550 -1.4859 -1.4495
H -0.4673 0.5889 -7.9061
H -1.3042 0.0035 -5.7884
H 2.3359 1.0538 -3.8158
H 3.2918 1.7208 -6.0726
H 1.5982 -1.9609 -4.4843
H 1.9170 -3.9841 -2.8893
H 3.3401 -4.3767 -0.6004
H 4.2394 -6.5577 -1.0959
H 0.3467 -8.2206 -0.5686
H -0.5831 -5.9170 -0.1497
H -0.6030 -0.1860 5.2638
H -1.2760 -0.5857 7.6236
H -4.6008 -2.9598 6.2571
H -3.7187 -2.6417 3.9082
H -3.3657 0.8096 4.2410
H -3.6095 2.9452 2.5197
H -2.8035 3.6679 -2.5986
H -1.3115 2.4915 -4.3599
H -5.2321 3.1166 0.0158
H -6.2397 5.3980 0.2606
H -2.2330 7.0196 0.2993
H -1.2970 4.7394 0.3617
H -1.0214 -3.6918 4.0607
H 0.5194 -5.0122 2.2360
I -2.9968 -2.0800 -3.2397
C -4.9635 -1.7692 -2.4509
I -4.9899 -0.5555 -0.7730
H -5.3855 -2.7644 -2.2250
H -5.4894 -1.3108 -3.2727
C 2.0097 -1.0937 2.6163
Ge 1.5098 0.1661 1.2540
C 1.5494 1.8703 2.2992
C 0.4385 2.6981 2.1952
C 0.2461 3.7716 3.0811
C 1.1483 3.9981 4.0904
C 2.3041 3.2483 4.1761
C 2.5050 2.1369 3.3106
C 3.0949 0.0406 0.0088
C 3.9131 -1.0491 0.0155
C 5.0355 -1.1356 -0.8591
C 5.2810 -0.1792 -1.7736
C 4.4568 0.9853 -1.7948
C 4.7827 1.9970 -2.7072
C 3.9980 3.1339 -2.8188
C 2.8384 3.2261 -2.0013
C 2.5323 2.2616 -1.0673
C 3.3472 1.1218 -0.9757
H 3.0517 -0.8611 2.9631
H 2.0045 -2.0943 2.2477
H 1.2659 -1.0338 3.4128
H -0.3103 2.5549 1.4468
H -0.5923 4.4331 2.8756
H 0.9797 4.7177 4.8892
H 3.0482 3.4187 4.9331
H 3.3452 1.5265 3.4964
H 3.8111 -1.8781 0.6870
H 5.6562 -1.9894 -0.7795
H 6.1326 -0.1471 -2.4670
H 5.6711 1.9389 -3.3214
H 4.1588 3.9793 -3.5044
H 2.1041 3.9833 -2.1857
H 1.6386 2.3147 -0.4654
```

Results
total charge: 0
gap between HOMO and LUMO (spin up / spin down): 5.884 / 5.814 eV
multiplicity: 3

=====

Record 3
Computed, not measured: one molecule with the formula C3H6O2, with the ωB97M-V functional and the def2-TZVPD basis.

The geometry in XYZ format:
```
11
Properties=species:S:1:pos:R:3
O -1.0791 -0.3318 1.3967
C -0.0889 0.2887 0.6376
C 0.9499 -0.5916 -0.0779
O 0.7528 0.1323 -1.2974
C -0.4414 0.7434 -0.7859
H -1.2324 -1.1737 0.9576
H 0.3511 1.0807 1.2521
H 1.9852 -0.5635 0.2719
H 0.6590 -1.6535 -0.1919
H -0.4887 1.8165 -0.9933
H -1.3531 0.2567 -1.1706
```

Results
structure (SMILES): OC1COC1
total charge: 0
gap between HOMO and LUMO: 10.909 eV

=====

Record 4
Computed, not measured: C42H31Cl5FN8O5S3Sn as an isolated structure at a distorted geometry, with the ωB97M-V functional and the def2-TZVPD basis.

The geometry in XYZ format:
```
96
Properties=species:S:1:pos:R:3
Sn 1.0752 -1.2784 0.0822
O 2.7461 2.7093 -0.0229
C 1.7075 2.0966 0.3027
O 1.5894 1.1801 1.1524
C 0.3950 2.5053 -0.3443
C -0.0772 3.8315 -0.1890
C -1.2959 4.1630 -0.7020
C -2.0506 3.1779 -1.3793
C -3.3162 3.4288 -1.9551
C -3.9961 2.4301 -2.5942
C -3.4502 1.1323 -2.6740
C -2.2294 0.8602 -2.1245
C -1.4911 1.8782 -1.4806
N -0.2764 1.5691 -0.9586
H 0.5377 4.5528 0.3329
H -1.6969 5.1644 -0.5932
H -3.7389 4.4241 -1.8754
H -4.9642 2.6276 -3.0372
H -4.0119 0.3526 -3.1748
H -1.7921 -0.1270 -2.1450
Cl 1.0554 -1.5169 -3.3127
C -0.5601 -2.0185 -2.9067
C -0.7831 -2.4456 -1.5986
C -2.0969 -2.8326 -1.3399
Cl -2.4805 -3.5670 0.1830
C -3.1336 -2.7116 -2.2676
Cl -4.7635 -3.0999 -1.8394
C -2.8512 -2.2734 -3.5573
Cl -4.1094 -2.1483 -4.7304
C -1.5403 -1.9488 -3.8917
Cl -1.1678 -1.4426 -5.5008
C -5.2137 -2.4366 5.0075
C -4.0886 -1.5073 5.4694
C -4.5986 -0.2384 6.1444
C -5.4208 0.5873 5.1614
C -4.6579 0.7981 3.8773
C -4.9667 1.8516 3.0432
C -4.2757 2.0239 1.8502
F -4.6276 3.0575 1.0559
C -3.2578 1.1909 1.4794
C -2.8995 0.1376 2.3258
C -1.7588 -0.7186 1.9385
O -1.1804 -0.4950 0.8712
C -1.4455 -1.7685 2.8715
C -2.2217 -1.9334 3.9701
N -3.2579 -1.1378 4.3243
C -3.6116 -0.0741 3.5158
C -0.3336 -2.8044 2.6778
O -0.4354 -3.8432 3.3265
O 0.6280 -2.4938 1.9027
H -5.9009 -2.6536 5.8270
H -4.7928 -3.3739 4.6441
H -5.7689 -1.9783 4.1889
H -3.4488 -2.0508 6.1661
H -3.7408 0.3503 6.4781
H -5.1919 -0.5075 7.0191
H -5.6790 1.5526 5.5996
H -6.3643 0.0782 4.9438
H -5.7490 2.5529 3.3070
H -2.7106 1.3291 0.5556
H -2.0085 -2.7685 4.6261
N 4.4113 -0.0245 2.7879
C 4.8055 -0.9700 1.9107
N 4.0197 -1.6686 1.1457
C 4.7249 -2.5605 0.3680
C 6.0674 -2.5572 0.5557
S 6.5100 -1.3822 1.7349
C 4.0471 -3.4562 -0.5686
C 4.7111 -4.3436 -1.3492
S 3.6083 -5.3167 -2.2472
C 2.2880 -4.4411 -1.4996
N 2.6642 -3.4912 -0.6922
N 1.0111 -4.8201 -1.7042
H 3.5430 0.4493 2.4964
H 5.1303 0.5752 3.1506
H 6.8271 -3.1513 0.0784
H 5.7714 -4.4982 -1.4458
H 0.7975 -5.3341 -2.5399
H 0.3254 -4.1321 -1.3868
C 3.8530 4.6457 -2.3569
C 4.4962 3.4310 -2.9419
C 5.3485 3.4433 -4.0112
C 5.8956 2.2046 -4.4228
N 5.5379 1.0636 -3.8896
C 4.6059 1.0407 -2.8975
S 3.9574 -0.3613 -2.3062
N 4.1843 2.2533 -2.3786
C 6.9078 2.1575 -5.5277
H 4.3204 5.5547 -2.7285
H 3.9045 4.6092 -1.2691
H 2.7951 4.6533 -2.6270
H 5.6144 4.3637 -4.5104
H 3.6108 2.2468 -1.5161
H 7.4795 3.0842 -5.5742
H 6.3943 2.0202 -6.4816
H 7.5776 1.3132 -5.3818
```

Results
total charge: -1
gap between HOMO and LUMO: 7.172 eV

=====

DFT total energy across the listed records, respectively: -366.5611, -8063.4017, -268.3317, -6243.3199 hartree.